One molecule with the formula C5H12N2. Source: the OMol25 dataset; level of theory: ωB97M-V/def2-TZVPD.

* SMILES string: N/C=C/CCCN
* E_LUMO: 1.0932 eV
* charge: 0
* max |F|: 1.81 eV Å⁻¹
* electronic energy: -8358.703 eV

Each atom is followed by the atoms it is bonded to, with distances in Å.
Geometry (Å):
1 N 1.70 3.00 -0.70  C2 1.441, H8 1.006, H9 1.015
2 C 0.81 2.14 0.04  N1 1.441, C3 1.326, H10 1.083
3 C 1.07 0.87 0.31  C2 1.326, C4 1.504, H11 1.090
4 C 0.15 -0.05 1.07  C3 1.504, C5 1.528, H12 1.098, H13 1.094
5 C -1.17 -0.39 0.38  C4 1.528, C6 1.504, H14 1.098, H15 1.094
6 C -1.15 -1.50 -0.64  C5 1.504, N7 1.474, H16 1.103, H17 1.097
7 N -0.79 -2.81 -0.07  C6 1.474, H18 0.990, H19 1.010
8 H 1.28 3.21 -1.59  N1 1.006
9 H 2.48 2.37 -0.89  N1 1.015
10 H -0.09 2.60 0.43  C2 1.083
11 H 1.96 0.35 -0.05  C3 1.090
12 H 0.05 0.29 2.11  C4 1.098
13 H 0.65 -1.00 1.29  C4 1.094
14 H -1.85 -0.58 1.22  C5 1.098
15 H -1.61 0.50 -0.08  C5 1.094
16 H -0.63 -1.19 -1.56  C6 1.103
17 H -2.16 -1.61 -1.04  C6 1.097
18 H -0.67 -3.46 -0.81  N7 0.990
19 H -0.02 -2.72 0.58  N7 1.010

These are the Löwdin partial charges, in e, on atoms 1 to 8:
1 N 0.0164
2 C -0.2080
3 C -0.1294
4 C -0.2258
5 C -0.2241
6 C -0.3015
7 N 0.0072
8 H 0.0640